Formula: C14H42FO7
Source: the Open Molecules 2025 dataset
Level of theory: the ωB97M-V functional and the def2-TZVPD basis

* net charge: -1
* Kohn-Sham gap: 9.7 eV
* LUMO energy: 3.2 eV

```
64
Properties=species:S:1:pos:R:3:forces:R:3
F 0.1019 -0.2980 0.4108 -0.233 0.124 -0.221
C 4.3810 -1.8020 1.9258 0.733 -0.781 0.380
C 3.2519 -1.0134 1.3890 -0.843 0.711 -0.492
O 2.0426 -1.3113 2.0626 0.601 -0.260 0.407
H 5.2233 -1.7998 1.2339 0.100 0.129 -0.006
H 4.0988 -2.8442 2.0749 -0.132 -0.097 -0.078
H 4.7281 -1.4382 2.8929 -0.021 0.117 0.046
H 3.0845 -1.1732 0.3239 0.293 -0.257 -0.231
H 3.4517 0.0553 1.4668 0.181 0.277 0.072
H 1.3794 -0.9065 1.4987 -0.868 0.194 -0.078
C 0.2895 3.1142 3.2227 0.511 0.591 1.397
C 1.4681 2.2729 2.7752 -1.826 -0.756 -1.368
O 1.3371 2.2477 1.3354 1.319 0.550 0.235
H -0.7212 2.7509 3.0371 0.380 -0.316 -0.556
H 0.4467 4.1045 2.7952 -0.339 0.060 -0.149
H 0.3263 3.2460 4.3041 0.052 0.114 0.361
H 1.4209 1.2431 3.1293 0.001 -0.007 0.303
H 2.4145 2.7082 3.0960 0.055 0.142 -0.376
H 0.8139 1.4962 1.0472 -0.131 -0.524 0.142
C -0.1573 3.1549 -1.7078 -0.055 0.019 0.213
C -1.5565 3.5206 -2.1738 0.538 -0.663 -0.149
O -2.1038 2.3750 -2.8390 -0.313 1.733 -1.032
H 0.3749 4.0004 -1.2721 0.005 -0.034 0.195
H 0.4318 2.7687 -2.5396 -0.117 0.236 -0.042
H -0.2074 2.3341 -0.9923 0.099 0.180 0.194
H -1.4792 4.3895 -2.8274 -0.216 -0.280 -0.668
H -2.2063 3.8798 -1.3758 -0.066 -0.293 0.418
H -2.2299 1.6859 -2.1825 0.192 -0.340 0.603
C 0.3864 -4.8127 -0.9218 -0.068 0.325 -0.682
C 0.7489 -3.5323 -0.1596 -0.098 -1.412 -0.338
O -0.4277 -2.9485 0.3006 -0.479 -0.194 0.146
H -0.1567 -5.6049 -0.4064 0.174 0.262 0.660
H 1.2568 -5.2699 -1.3923 0.150 0.027 0.022
H -0.2955 -4.5129 -1.7176 0.010 0.018 -0.251
H 1.2264 -2.8357 -0.8486 0.399 -0.069 -0.142
H 1.4334 -3.7585 0.6579 0.185 0.108 0.162
H -0.1845 -2.0229 0.3760 -0.390 1.029 0.389
C -2.5896 -1.3503 -2.4254 -0.531 0.466 0.242
C -3.0360 -0.5902 -1.1631 1.357 0.339 -0.362
O -2.1853 0.5684 -0.9639 -0.976 -0.674 -0.096
H -3.3180 -2.1082 -2.7134 0.010 -0.199 0.151
H -1.6217 -1.8155 -2.2387 -0.020 -0.016 -0.084
H -2.5196 -0.6573 -3.2638 0.137 0.065 -0.012
H -2.8004 -1.2147 -0.3014 -0.906 -0.278 0.121
H -4.0495 -0.1927 -1.2156 -0.068 -0.417 0.126
H -1.4128 0.1925 -0.5355 1.155 0.234 0.442
C -3.0545 1.0809 2.4146 -0.476 -0.393 0.550
C -2.4454 -0.2278 2.8507 0.913 -0.185 -0.754
O -1.0281 -0.1397 2.8932 -0.469 0.056 0.834
H -2.7021 1.4288 1.4436 0.288 0.049 0.204
H -2.8475 1.7529 3.2474 -0.186 0.583 -0.405
H -4.1254 0.9045 2.3143 -0.276 0.327 0.116
H -2.6956 -1.0056 2.1293 -0.337 -0.352 0.091
H -2.7893 -0.5139 3.8447 -0.075 -0.044 -0.015
H -0.7477 -0.1707 1.9756 0.629 -0.034 -0.605
C 0.7165 0.3067 -3.5694 -0.492 0.058 -0.819
C 1.8616 -0.2921 -2.7795 -0.359 0.968 0.124
O 1.9827 0.3654 -1.5398 0.708 0.138 -0.131
H -0.2264 0.4435 -3.0399 0.163 -0.181 0.300
H 0.4795 -0.2507 -4.4756 0.058 -0.377 -0.074
H 0.9950 1.2923 -3.9424 0.087 0.104 0.199
H 2.7542 -0.0178 -3.3418 0.332 -0.591 0.086
H 1.7777 -1.3657 -2.6105 0.037 -0.230 -0.349
H 1.2348 0.1138 -0.9931 -0.484 -0.080 0.633
```
Positions in Å, forces in eV/Å.

Atomic partial charges in e from the natural (NBO) method, atoms 1 to 5: F -0.8796; C -0.6219; C -0.0739; O -0.7531; H 0.1993